13 unconnected molecules or ions with the total composition C27H84N18O13, computed with wB97M-V/def2-TZVPD.

The geometry in XYZ format:
```
142
Properties=species:S:1:pos:R:3
C 4.294 -4.859 7.771
C 5.617 -5.303 7.188
O 6.296 -4.248 6.564
H 3.725 -5.611 8.318
H 3.619 -4.361 7.075
H 4.470 -4.215 8.633
H 5.487 -6.030 6.387
H 6.252 -5.666 7.997
H 5.946 -4.162 5.675
C -6.132 -4.681 -4.029
C -4.962 -5.260 -3.179
O -4.051 -5.848 -3.944
H -6.716 -4.209 -3.239
H -6.541 -5.548 -4.548
H -5.821 -3.968 -4.793
H -5.276 -6.060 -2.508
H -4.554 -4.451 -2.572
H -3.283 -5.745 -3.377
C 6.265 2.283 5.643
O 5.624 1.969 4.700
N 6.830 1.501 6.489
N 6.515 3.510 5.890
H 6.706 0.504 6.389
H 7.367 1.819 7.283
H 6.338 4.175 5.150
H 7.320 3.465 6.497
C 0.759 -7.915 2.124
O 0.346 -7.039 1.410
N 0.025 -8.950 2.419
N 1.987 -7.873 2.672
H 0.398 -9.431 3.225
H -0.888 -9.145 2.034
H 2.616 -7.120 2.433
H 2.320 -8.604 3.285
C -2.692 -3.911 7.905
O -2.074 -3.790 8.971
N -3.689 -4.708 7.649
N -2.451 -3.118 6.859
H -3.870 -5.545 8.184
H -4.054 -4.832 6.715
H -1.691 -2.454 6.892
H -2.950 -3.266 5.993
C -4.508 7.076 0.195
O -5.478 7.496 0.836
N -3.395 7.734 -0.089
N -4.397 5.821 -0.161
H -2.765 7.243 -0.707
H -3.431 8.712 0.159
H -5.185 5.189 -0.160
H -3.526 5.529 -0.579
C -0.446 -0.376 1.304
O -1.428 -0.406 0.622
N 0.161 -1.358 1.858
N 0.132 0.727 1.606
H 0.989 -1.223 2.421
H -0.162 -2.283 1.615
H 1.004 0.588 2.097
H -0.030 1.621 1.163
C 6.368 -3.069 -0.132
O 5.839 -3.472 0.874
N 6.677 -1.868 -0.395
N 6.764 -3.881 -1.063
H 6.188 -1.173 0.151
H 7.029 -1.668 -1.320
H 6.587 -4.781 -0.639
H 7.635 -3.659 -1.522
C -8.046 -2.033 2.895
O -7.385 -3.053 2.614
N -7.557 -0.822 2.902
N -9.303 -2.056 3.030
H -8.140 -0.103 3.306
H -6.575 -0.686 2.712
H -9.568 -3.024 3.145
H -9.791 -1.197 3.241
C 3.439 4.583 -2.327
C 2.757 5.632 -3.258
C 3.030 5.167 -4.726
O 2.014 5.837 -5.538
C 2.092 5.680 -6.917
N 1.296 5.438 -3.079
H 3.277 4.639 -1.251
H 4.519 4.718 -2.375
H 3.348 3.570 -2.720
H 3.109 6.633 -3.009
H 2.844 4.106 -4.896
H 4.049 5.343 -5.069
H 2.144 4.639 -7.235
H 3.062 6.059 -7.239
H 1.242 6.083 -7.467
H 1.039 4.472 -3.224
H 1.117 5.924 -3.947
C -4.768 2.084 -5.644
C -3.541 1.528 -6.234
C -3.019 1.982 -7.647
O -4.035 1.610 -8.653
C -4.164 2.613 -9.625
N -2.486 1.667 -5.251
H -4.919 1.681 -4.643
H -5.590 1.857 -6.323
H -4.657 3.157 -5.491
H -3.648 0.443 -6.210
H -2.193 1.370 -8.009
H -2.585 2.978 -7.743
H -4.783 3.417 -9.228
H -4.679 2.441 -10.571
H -3.198 2.879 -10.054
H -1.849 0.930 -5.518
H -2.847 1.421 -4.341
C 1.778 -3.308 -6.854
C 3.083 -3.681 -6.017
C 4.369 -3.066 -6.520
O 4.567 -3.430 -7.874
C 5.710 -2.787 -8.569
N 2.876 -3.230 -4.663
H 0.839 -3.353 -6.303
H 1.796 -4.066 -7.637
H 1.964 -2.251 -7.047
H 3.246 -4.758 -6.069
H 5.249 -3.434 -5.994
H 4.227 -1.996 -6.673
H 5.757 -1.710 -8.403
H 5.466 -3.123 -9.576
H 6.637 -3.117 -8.099
H 3.735 -3.539 -4.231
H 2.227 -3.809 -4.150
C -3.430 3.702 8.213
C -2.601 4.986 7.889
C -1.604 4.691 6.783
O -0.897 5.935 6.585
C -0.090 5.930 5.497
N -3.597 5.931 7.403
H -3.971 3.903 9.137
H -2.663 2.953 8.408
H -4.064 3.332 7.408
H -2.050 5.230 8.798
H -2.084 4.592 5.810
H -0.786 4.000 6.987
H -0.639 6.051 4.563
H 0.451 5.008 5.283
H 0.650 6.725 5.593
H -3.094 6.669 6.933
H -4.162 5.592 6.638
```

Values from the calculation:
2S+1: 1
Max |F| (Eh/bohr): 0.12269
Energy relative to the best compared isomer or geometry (same formula, charge and spin) (kcal per mole): 193.06
E_tot (eV): -82795.8242
Kohn-Sham gap (eV): 9.16
HOMO (eV): -9.16